Molecular formula: C31H37As2N3OsS2
Method: DFT, the ωB97M-V functional and the def2-TZVPD basis

```
76
Properties=species:S:1:pos:R:3:mulliken_spin:R:1
Os 1.371 0.144 1.330 0.914
C 0.974 3.201 -0.803 0.011
C -0.095 3.126 0.133 0.706
As -0.890 0.199 0.442 0.105
C -1.269 -1.686 0.015 0.006
C -0.282 -2.651 0.085 0.010
C -0.571 -3.992 -0.168 0.022
C -1.861 -4.341 -0.609 0.000
C -2.867 -3.378 -0.680 0.002
C -2.581 -2.061 -0.336 -0.025
C -2.407 0.953 -0.714 0.066
C -3.399 1.766 -0.149 0.218
C -4.445 2.268 -0.944 0.094
C -4.527 1.940 -2.310 0.070
C -3.539 1.118 -2.871 0.251
C -2.499 0.611 -2.076 0.199
As 2.050 1.586 -0.388 0.081
C 1.890 0.317 -1.860 0.090
C 1.007 0.630 -2.902 0.007
C 0.744 -0.358 -3.870 0.011
C 1.346 -1.620 -3.792 -0.002
C 2.297 -1.900 -2.810 0.008
C 2.594 -0.921 -1.872 -0.023
C 3.776 2.338 -0.708 0.316
C 4.333 2.097 -1.980 0.041
C 5.388 2.887 -2.393 0.121
C 5.918 3.888 -1.552 0.239
C 5.301 4.147 -0.310 0.184
C 4.233 3.361 0.115 -0.013
H 1.704 4.015 -0.645 0.048
H 0.685 3.179 -1.873 0.009
H -1.112 3.158 -0.214 0.087
H 0.104 3.098 1.194 0.010
H 0.748 -2.320 0.305 0.042
H 0.225 -4.732 0.005 0.001
H -2.056 -5.358 -0.937 0.000
H -3.867 -3.666 -0.988 0.000
H -3.403 -1.371 -0.356 0.012
H -3.350 1.996 0.909 0.022
H -5.191 2.964 -0.525 -0.002
H -5.304 2.348 -2.919 0.006
H -3.606 0.867 -3.924 -0.015
H -1.756 -0.018 -2.544 0.058
H 0.531 1.621 -2.960 -0.005
H 0.099 -0.120 -4.714 0.000
H 1.117 -2.365 -4.553 0.000
H 2.811 -2.872 -2.764 0.000
H 3.385 -1.101 -1.131 -0.016
H 3.959 1.277 -2.596 -0.003
H 5.770 2.767 -3.392 0.009
H 6.800 4.473 -1.834 -0.006
H 5.670 4.945 0.346 0.006
H 3.793 3.476 1.113 0.002
N 0.848 -1.067 3.074 0.031
C 1.981 -0.935 3.995 0.012
C 3.263 -1.235 3.234 0.008
N 3.318 -0.219 2.177 0.001
H -0.081 -0.808 3.408 -0.010
H 0.808 -2.012 2.694 0.000
H 1.916 -1.628 4.840 0.002
H 1.990 0.103 4.353 -0.003
H 3.214 -2.260 2.810 -0.003
H 4.095 -1.196 3.966 0.000
H 4.033 -0.417 1.481 -0.007
H 3.527 0.679 2.597 -0.004
S -2.147 0.564 2.678 0.000
C -3.274 -0.760 2.801 -0.003
N -4.478 -0.762 2.219 -0.004
C -5.281 -1.965 2.383 0.001
C -4.543 -2.854 3.377 0.000
S -2.908 -2.188 3.682 0.001
H -4.812 0.012 1.640 0.002
H -5.408 -2.476 1.415 0.000
H -6.278 -1.741 2.789 0.000
H -4.493 -3.894 3.019 0.000
H -5.035 -2.865 4.341 0.000
```

Calculated values
Multiplicity: 5
LUMO energy (alpha / beta): -11.6 / -15.2 eV
Kohn-Sham gap (alpha / beta): 6.50 / 2.95 eV
Net charge: +4

---

Molecular formula: C31H37BF3N
Method: DFT, the ωB97M-V functional and the def2-TZVPD basis

```
73
Properties=species:S:1:pos:R:3:lowdin_charge:R:1
C 6.610 1.544 2.495 -0.055
C 5.146 1.633 2.187 -0.267
C 4.231 1.910 3.196 -0.019
C 2.874 2.069 2.940 -0.210
C 2.042 2.382 4.153 -0.054
C 2.391 1.919 1.620 -0.109
C 0.898 2.122 1.295 -0.284
C 0.522 3.609 1.387 -0.035
C -0.008 1.198 2.166 -0.143
C -0.761 0.142 1.370 -0.038
C -0.726 -1.176 2.084 -0.134
C 0.103 -2.288 1.740 -0.189
C 1.212 -2.202 0.731 -0.038
C -0.067 -3.528 2.379 -0.003
C -0.955 -3.709 3.439 -0.255
C -1.161 -5.038 4.111 -0.045
C -1.670 -2.589 3.859 -0.006
C -1.546 -1.347 3.230 -0.207
C -2.295 -0.174 3.806 -0.032
C 3.308 1.624 0.593 -0.214
C 2.870 1.462 -0.840 -0.044
C 4.662 1.473 0.886 -0.006
H 7.178 1.313 1.589 0.075
H 6.999 2.481 2.919 0.086
H 6.808 0.754 3.232 0.084
H 4.582 2.023 4.226 0.126
H 1.060 2.813 3.947 0.056
H 1.907 1.486 4.783 0.096
H 2.594 3.100 4.779 0.090
H 0.743 1.848 0.244 0.113
H 1.192 4.202 0.745 0.097
H -0.499 3.784 1.036 0.051
H 0.610 3.970 2.415 0.073
H 0.604 0.735 2.984 0.130
H -0.721 1.851 2.726 0.096
H -0.465 0.065 0.311 0.118
H 1.797 -3.135 0.782 0.082
H 0.853 -2.087 -0.304 0.092
H 1.897 -1.368 0.946 0.082
H 0.560 -4.378 2.076 0.126
H -1.928 -4.964 4.881 0.075
H -1.474 -5.794 3.392 0.085
H -0.258 -5.418 4.590 0.083
H -2.323 -2.661 4.736 0.119
H -2.965 -0.519 4.608 0.087
H -1.595 0.551 4.262 0.088
H -2.907 0.355 3.057 0.075
H 3.760 1.285 -1.457 0.079
H 2.196 0.602 -0.988 0.081
H 2.378 2.363 -1.236 0.090
H 5.350 1.239 0.077 0.114
C -3.347 4.415 0.194 0.011
N -2.935 3.040 -0.054 -0.058
C -2.582 2.105 0.874 -0.021
C -2.382 0.820 0.303 -0.030
C -2.745 1.039 -1.123 -0.119
C -3.022 2.423 -1.305 -0.173
C -3.763 2.921 -2.385 0.004
C -4.180 1.989 -3.365 -0.012
C -3.842 0.637 -3.248 -0.032
B -4.348 -0.439 -4.462 -1.087
F -4.065 -1.697 -3.946 0.100
F -5.713 -0.204 -4.614 0.104
F -3.608 -0.093 -5.589 0.107
C -3.111 0.136 -2.145 0.042
H -3.670 4.849 -0.751 0.079
H -4.183 4.448 0.897 0.106
H -2.529 5.022 0.594 0.093
H -2.457 2.417 1.903 0.132
H -2.626 -0.169 0.761 0.161
H -4.115 3.946 -2.414 0.093
H -4.774 2.346 -4.212 0.124
H -2.844 -0.903 -1.997 0.117
```

Calculated values
LUMO energy: -1.9 eV
Kohn-Sham gap: 6.50 eV
Net charge: 0
Relative energy (zero: lowest compared OMol25 entry of this formula, charge and spin): 228.45 kJ/mol

---

Molecular formula: C31H37CoN3OP2
Method: DFT, the ωB97M-V functional and the def2-TZVPD basis

```
75
Properties=species:S:1:pos:R:3:mulliken_spin:R:1
Co -0.156 1.326 0.712 2.369
C -0.163 -1.699 2.172 0.008
N -0.238 -1.463 0.707 0.018
P 1.037 -0.519 -0.004 -0.028
C 1.022 -1.152 -1.717 0.032
C 0.967 -2.527 -1.929 0.003
C 1.031 -3.028 -3.217 0.001
C 1.164 -2.159 -4.293 -0.001
C 1.237 -0.791 -4.082 -0.003
C 1.170 -0.284 -2.792 -0.001
C 2.609 -1.302 0.481 0.031
C 3.747 -0.633 0.027 0.017
C 5.003 -1.178 0.225 -0.005
C 5.134 -2.387 0.895 0.002
C 4.006 -3.058 1.340 0.000
C 2.742 -2.526 1.126 0.004
P -1.764 -0.574 0.423 -0.024
C -2.961 -1.941 0.651 0.013
C -4.310 -1.626 0.795 0.004
C -5.258 -2.636 0.847 0.000
C -4.867 -3.963 0.750 0.001
C -3.524 -4.280 0.603 0.000
C -2.571 -3.273 0.556 0.002
C -1.979 -0.308 -1.374 0.000
C -2.280 -1.307 -2.300 -0.001
C -2.540 -0.972 -3.615 0.002
C -2.529 0.359 -4.020 0.001
C -2.261 1.362 -3.103 -0.006
C -1.999 1.027 -1.783 0.036
H 0.834 -1.491 2.555 -0.001
H -0.421 -2.738 2.388 0.002
H -0.869 -1.067 2.720 0.000
H 0.890 -3.200 -1.084 0.000
H 0.987 -4.098 -3.379 0.000
H 1.221 -2.551 -5.300 0.000
H 1.342 -0.112 -4.918 0.000
H 1.227 0.784 -2.612 -0.005
H 3.632 0.304 -0.510 -0.001
H 5.880 -0.664 -0.149 0.000
H 6.115 -2.812 1.059 0.000
H 4.106 -4.008 1.849 0.000
H 1.870 -3.083 1.444 -0.001
H -4.616 -0.587 0.849 0.002
H -6.305 -2.386 0.958 0.000
H -5.608 -4.750 0.776 0.000
H -3.214 -5.313 0.514 0.000
H -1.528 -3.524 0.423 0.002
H -2.300 -2.345 -1.996 0.000
H -2.754 -1.752 -4.334 0.000
H -2.733 0.611 -5.052 0.000
H -2.266 2.399 -3.413 0.000
H -1.824 1.810 -1.051 -0.014
C 1.324 1.358 4.932 0.006
C 1.323 1.535 3.442 0.005
N 2.425 2.034 2.873 0.001
O 0.338 1.221 2.764 -0.018
H 2.336 1.308 5.328 0.001
H 0.775 0.455 5.187 -0.001
H 0.808 2.198 5.398 0.000
H 3.246 2.264 3.404 0.001
H 2.410 2.211 1.879 -0.014
C 1.414 5.117 0.392 0.060
C 0.052 4.398 0.354 -0.064
C -0.771 4.805 1.595 0.089
C -0.705 4.821 -0.922 0.097
N 0.228 3.002 0.361 1.397
H 1.262 6.196 0.436 0.003
H 1.992 4.881 -0.502 -0.005
H 1.984 4.812 1.271 -0.010
H -0.894 5.887 1.619 -0.002
H -0.261 4.483 2.504 0.003
H -1.754 4.333 1.568 0.001
H -0.858 5.899 -0.933 0.002
H -1.680 4.332 -0.962 -0.003
H -0.129 4.537 -1.804 -0.012
```

Calculated values
Multiplicity: 5
LUMO energy (alpha / beta): -2.3 / -3.0 eV
Kohn-Sham gap (alpha / beta): 8.75 / 8.06 eV
Net charge: +1